ORCA calculation (ωB97M-V with the def2-TZVPD basis set) on 9 unconnected molecules or ions with the total composition C38H44O18 in a non-equilibrium geometry.

Last column: Löwdin charge in e.
Atoms and positions in Å:
C -24.50 -0.02 15.49  -0.185
C -25.09 1.19 14.67  -0.243
O -24.80 1.28 13.30  -0.061
O -23.04 0.04 15.38  -0.097
H -24.88 -0.96 15.10  0.110
H -24.76 0.05 16.56  0.114
H -24.83 2.11 15.30  0.130
H -26.19 1.12 14.80  0.122
H -23.86 1.35 13.14  0.047
H -22.83 -0.67 14.77  0.029
C -20.29 1.77 8.95  -0.253
C -21.48 1.13 9.61  -0.258
O -21.84 -0.19 9.30  -0.053
O -19.02 1.24 9.31  -0.082
H -20.27 2.81 9.30  0.115
H -20.33 1.82 7.86  0.118
H -22.30 1.78 9.30  0.125
H -21.33 1.20 10.74  0.122
H -21.30 -0.77 9.86  0.048
H -19.19 0.32 9.65  0.058
C -19.59 -1.02 13.16  -0.219
C -18.67 -0.96 11.99  -0.147
O -19.29 -1.49 10.72  -0.110
O -19.86 -2.41 13.39  -0.074
H -20.52 -0.45 12.96  0.124
H -19.21 -0.60 14.07  0.100
H -17.77 -1.53 12.18  0.117
H -18.48 0.07 11.77  0.104
H -18.55 -2.05 10.33  0.074
H -20.75 -2.40 13.67  -0.007
C -21.95 3.31 12.85  -0.246
C -21.94 4.77 13.24  -0.212
O -20.82 5.10 14.07  -0.049
O -20.80 2.87 12.16  -0.050
H -22.81 3.02 12.18  0.138
H -22.09 2.69 13.64  0.073
H -22.84 4.99 13.76  0.109
H -21.84 5.33 12.30  0.133
H -20.97 4.84 14.97  0.079
H -20.04 3.02 12.67  0.067
C -15.51 -4.81 12.35  0.066
C -16.47 -4.40 11.48  0.033
C -16.15 -3.43 10.48  -0.402
O -16.99 -3.04 9.67  0.081
C -14.81 -2.94 10.32  -0.002
C -13.78 -3.32 11.07  0.040
C -14.08 -4.41 12.08  -0.351
O -13.15 -5.04 12.58  0.089
H -15.58 -5.56 13.17  0.129
H -17.50 -4.60 11.62  0.078
H -14.68 -2.14 9.53  0.149
H -12.74 -3.01 11.01  0.130
C -20.58 -0.72 17.86  0.037
C -20.48 -1.63 16.91  0.048
C -21.71 -2.40 16.48  -0.338
O -21.91 -3.17 15.53  0.049
C -22.88 -2.31 17.36  -0.027
C -22.91 -1.57 18.47  0.030
C -21.81 -0.57 18.69  -0.388
O -21.83 0.17 19.62  0.124
H -19.79 -0.07 18.13  0.118
H -19.54 -1.91 16.44  0.081
H -23.74 -3.00 17.08  0.149
H -23.83 -1.49 19.06  0.122
C -18.01 -3.98 15.42  0.032
C -17.48 -5.20 15.57  0.027
C -16.02 -5.42 15.76  -0.429
O -15.52 -6.50 15.83  0.125
C -15.16 -4.20 15.73  0.018
C -15.70 -2.97 15.56  0.016
C -17.18 -2.73 15.43  -0.344
O -17.60 -1.61 15.64  0.080
H -19.05 -3.83 15.21  0.081
H -18.05 -6.13 15.63  0.131
H -14.03 -4.24 15.74  0.143
H -15.11 -2.09 15.61  0.109
C -22.49 -5.54 12.88  0.003
C -21.22 -5.35 13.20  0.047
C -20.14 -5.81 12.17  -0.369
O -19.00 -5.76 12.45  0.097
C -20.51 -6.44 10.89  0.036
C -21.81 -6.50 10.59  0.038
C -22.86 -6.00 11.53  -0.417
O -23.99 -5.86 11.19  0.124
H -23.22 -5.28 13.61  0.117
H -20.93 -4.90 14.15  0.093
H -19.70 -6.87 10.34  0.121
H -22.26 -6.94 9.74  0.111
C -22.18 -2.80 10.97  0.005
C -22.53 -3.12 9.71  0.019
C -23.79 -2.63 9.25  -0.384
O -24.06 -2.55 8.07  0.130
C -24.63 -1.86 10.21  0.063
C -24.21 -1.41 11.40  0.036
C -22.95 -1.94 11.89  -0.321
O -22.50 -1.71 13.02  0.046
H -21.19 -3.10 11.29  0.107
H -21.80 -3.69 9.20  0.126
H -25.55 -1.50 9.74  0.133
H -24.75 -0.76 12.06  0.098

Energy above the lowest of the compared OMol25 structures with the same formula, charge and spin = 0.00 kcal per mole
Total energy = -2828.41723 a.u.
HOMO energy = -9.6 eV
LUMO level = -1.9 eV
SMILES = O=C1C=CC(=O)C=C1.O=C1C=CC(=O)C=C1.O=C1C=CC(=O)C=C1.O=C1C=CC(=O)C=C1.O=C1C=CC(=O)C=C1.OCCO.OCCO.OCCO.OCCO
HOMO-LUMO gap = 7.667 eV